C43H36N5O2RuSTe as an isolated structure, computed with the ωB97M-V functional and the def2-TZVPD basis.

**Spin multiplicity**: 2
**Net charge**: 0
**Gap between HOMO and LUMO (alpha / beta)**: 6.91 / 6.44 eV

```
89
Properties=species:S:1:pos:R:3:forces:R:3:mulliken_charge:R:1
Ru 0.47834 0.53078 0.18006 0.0856 0.2709 -0.0129 -1.18
O 2.16446 0.59417 -3.63550 -0.0004 -0.0031 -0.0312 -0.80
C 1.83826 0.52396 -2.45317 -0.0219 -0.0187 0.0110 0.43
N 0.63002 0.61898 -1.88740 0.0812 0.0005 0.0634 1.37
C -0.55869 0.99020 -2.51349 -0.0262 0.0100 -0.0135 0.68
C -0.71900 1.27736 -3.87015 0.0136 0.0102 -0.0223 -0.62
C -1.96314 1.65176 -4.35000 -0.0272 0.0019 0.0075 -0.83
C -3.05214 1.73964 -3.48935 0.0292 -0.0167 -0.0157 -0.82
C -2.91217 1.45288 -2.14199 -0.0102 -0.0042 -0.0492 -0.68
C -1.66851 1.07090 -1.63660 -0.0525 0.0494 -0.0002 -0.48
N -1.44233 0.66906 -0.30922 -0.1245 -0.1727 0.1646 1.48
C -2.43863 0.71190 0.64696 0.1986 -0.0975 -0.0230 -1.06
O -3.21763 1.63777 0.78709 -0.1218 0.0019 0.0615 -0.64
C -2.51725 -0.47816 1.57814 -0.0526 0.0019 -0.0865 0.81
C -2.84921 -0.27558 2.91372 -0.0084 0.0045 -0.0744 -0.64
C -2.95580 -1.37940 3.73785 0.0288 -0.1136 -0.0628 -0.46
C -2.76813 -2.64235 3.18586 -0.0053 0.1102 0.0795 -0.62
C -2.48671 -2.73953 1.83293 0.0773 0.0545 -0.0308 -0.27
N -2.34500 -1.68190 1.03502 -0.0175 0.0871 0.0568 -0.28
C 2.91186 0.30089 -1.40017 0.0043 -0.0193 -0.0071 0.09
C 4.22450 0.08669 -1.78629 -0.0016 -0.0019 0.0114 -0.89
C 5.18791 -0.11938 -0.81576 -0.0028 0.0003 0.0060 -0.48
C 4.81318 -0.10556 0.52085 -0.0279 -0.0065 -0.0020 -0.92
C 3.48614 0.11387 0.83728 0.0094 0.0123 0.0019 -0.61
N 2.55561 0.32123 -0.10056 0.0642 -0.0479 0.0360 0.57
H 0.13801 1.20233 -4.52263 -0.0127 0.0001 0.0072 0.52
H -2.08273 1.87765 -5.40156 -0.0032 0.0021 -0.0068 0.43
H -4.02174 2.03459 -3.86926 -0.0037 0.0032 -0.0080 0.42
H -3.75875 1.52754 -1.47594 0.0053 0.0047 -0.0171 0.53
H -3.00850 0.73116 3.27282 0.0238 0.0065 0.0177 0.46
H -3.18141 -1.26190 4.78992 -0.0025 -0.0082 -0.0008 0.45
H -2.83575 -3.53747 3.78966 -0.0282 0.0068 0.0094 0.43
H -2.34824 -3.70977 1.36612 -0.0210 0.0086 -0.0072 0.45
H 4.44268 0.08564 -2.84473 -0.0057 0.0019 -0.0069 0.58
H 6.21899 -0.29321 -1.09405 0.0032 0.0033 -0.0006 0.43
H 5.53224 -0.26473 1.31179 0.0010 -0.0029 0.0007 0.47
H 3.13168 0.12716 1.86065 0.0090 0.0055 0.0015 0.60
C -0.05161 -5.09276 -4.54150 0.0003 -0.0025 0.0002 -2.40
C 0.01278 -3.70503 -3.90460 -0.0045 0.0176 0.0093 2.48
C 1.12376 -2.90035 -4.59460 0.0121 -0.0073 -0.0100 -1.56
C -1.33397 -3.00284 -4.13172 -0.0034 0.0011 0.0055 -1.50
C 0.30213 -3.76937 -2.40434 -0.0054 0.0038 -0.0104 -0.47
C 0.55493 -4.97348 -1.73003 0.0197 0.0175 0.0050 -0.19
C 0.79678 -5.01648 -0.36726 -0.0058 0.0038 -0.0117 -1.36
C 0.79271 -3.82330 0.34002 0.0323 0.0125 -0.0074 1.42
S 0.99858 -3.54317 2.04580 -0.0411 -0.0212 0.0084 -0.47
C 0.73648 -1.85338 1.78607 0.0293 0.0333 0.0000 0.24
N 0.56827 -1.51362 0.53528 -0.1088 -0.0463 0.0045 1.51
C 0.56604 -2.61170 -0.31685 -0.0146 -0.0009 0.0125 -2.19
C 0.31292 -2.58645 -1.68096 -0.0134 -0.0283 0.0182 0.79
C 0.62530 -0.82252 2.79840 -0.0227 -0.0085 -0.0545 0.44
C 0.64515 -1.09205 4.16657 0.0044 0.0071 0.0039 -0.76
C 0.41652 -0.06333 5.05949 0.0113 0.0233 0.0047 -1.18
C 0.15856 1.21527 4.56675 0.0073 -0.0277 0.0257 -0.86
C 0.14676 1.46572 3.20251 -0.0598 -0.0238 -0.0165 0.22
C 0.38331 0.46156 2.25323 0.1303 -0.0594 -0.0082 0.96
H -0.27632 -4.98951 -5.60413 0.0008 -0.0020 -0.0016 0.44
H -0.83488 -5.70841 -4.09440 -0.0004 0.0017 0.0052 0.45
H 0.89884 -5.62328 -4.45548 0.0023 -0.0022 -0.0025 0.42
H 0.93905 -2.85763 -5.67043 -0.0024 -0.0017 -0.0016 0.45
H 2.09761 -3.36879 -4.43505 0.0021 0.0006 0.0018 0.32
H 1.17724 -1.87463 -4.22800 -0.0036 0.0136 0.0186 0.32
H -1.55277 -2.95676 -5.20055 0.0019 0.0007 -0.0059 0.47
H -1.32899 -1.98067 -3.75082 -0.0098 0.0051 -0.0069 0.23
H -2.14371 -3.54400 -3.63821 -0.0011 -0.0008 0.0026 0.33
H 0.55402 -5.90583 -2.27592 -0.0049 -0.0033 -0.0014 0.52
H 0.97234 -5.96122 0.13011 0.0030 -0.0042 0.0036 0.43
H 0.10173 -1.63828 -2.15111 0.0117 0.0210 -0.0100 -0.62
H 0.82034 -2.09992 4.52850 0.0035 -0.0043 -0.0038 0.41
H 0.42755 -0.24930 6.12545 -0.0086 -0.0008 0.0013 0.37
H -0.04004 2.02623 5.25855 -0.0038 0.0010 0.0029 0.49
H -0.08253 2.47255 2.87715 -0.0346 -0.0331 0.0146 0.26
C -1.00288 4.11913 0.51415 -0.0284 -0.0336 0.0361 -0.71
Te 0.79314 3.18126 -0.14523 -0.0030 -0.0784 -0.0368 0.42
C 1.68521 3.95878 1.63149 0.0103 0.0331 -0.0032 -1.17
C 0.61584 4.75832 2.33534 -0.0037 0.0120 -0.0141 0.51
C 0.89901 5.40414 3.53732 -0.0018 0.0027 0.0109 -0.76
C -0.08748 6.10095 4.21186 0.0052 0.0010 0.0020 -0.68
C -1.37442 6.15679 3.68902 -0.0033 -0.0008 -0.0042 -0.55
C -1.66186 5.52006 2.49508 0.0007 -0.0033 -0.0016 -0.78
C -0.67157 4.81978 1.80776 0.0137 -0.0013 -0.0060 0.80
H -1.77632 3.35901 0.63487 0.0185 0.0257 -0.0213 0.04
H -1.32040 4.82105 -0.25509 -0.0065 -0.0051 -0.0053 0.73
H 2.53894 4.57665 1.35808 0.0021 -0.0013 -0.0074 0.66
H 2.02876 3.12533 2.24427 0.0141 0.0128 -0.0064 0.41
H 1.90073 5.34965 3.94692 0.0053 0.0008 0.0011 0.47
H 0.14311 6.59729 5.14542 0.0005 0.0010 0.0013 0.41
H -2.15222 6.69524 4.21438 -0.0014 0.0022 0.0019 0.41
H -2.66494 5.55415 2.08757 -0.0028 0.0020 0.0000 0.45
```
Positions in Å, forces in eV/Å.

***

One molecule with the formula C5H10N2O2S in a non-equilibrium geometry, computed with the ωB97M-V functional and the def2-TZVPD basis.

**SMILES**: C=CS(=O)(=O)CC/C=N\N
**Net charge**: 0
**Gap between HOMO and LUMO**: 9.66 eV

```
20
Properties=species:S:1:pos:R:3:forces:R:3:mulliken_charge:R:1
C -0.32864 -1.56010 0.32148 0.9855 -1.7890 -0.5460 -0.72
C 0.58628 -1.14439 -0.88168 1.9451 -1.6155 3.0352 -0.67
C -1.03618 -0.35975 0.87475 -3.1596 0.2891 -0.2425 -0.33
C 1.11979 1.36839 0.87224 1.2632 -1.5802 -0.1150 -0.19
C 0.91986 2.32065 -0.00858 -0.7208 1.8941 -0.0583 -0.57
N -2.66255 0.18770 -0.72366 -2.4152 -0.9866 -1.9321 -0.44
N -2.10035 0.27233 0.44998 2.8553 0.3425 2.8032 -0.31
O 2.56572 -0.94804 0.89816 0.0714 -0.0851 0.5925 -0.66
O 2.69058 0.55877 -1.05086 0.7689 0.2527 -1.2382 -0.61
S 1.92077 -0.08082 -0.04406 -1.6746 -0.6683 0.2840 1.05
H -0.94332 -2.45987 -0.02275 0.0584 1.5079 0.3631 0.32
H 0.33693 -2.08044 1.12403 -0.9980 1.3085 -1.3120 0.31
H 1.06613 -2.05959 -1.33009 0.0644 1.0508 0.6644 0.37
H 0.17140 -0.62261 -1.66714 -1.2878 1.4591 -1.4018 0.41
H -0.78965 0.04983 1.84029 0.3921 -0.4669 0.2727 0.67
H 1.16744 1.32497 1.98461 -0.0095 0.2383 -1.1720 0.46
H 0.77749 3.42029 0.23528 -0.1550 -1.6344 -0.2288 0.24
H -2.68424 -0.75347 -1.13382 0.1085 0.2419 -0.1322 0.21
H 0.86776 2.00599 -1.06362 0.3528 0.7069 0.5308 0.17
H -3.64523 0.56018 -0.67456 1.5549 -0.4657 -0.1669 0.27
```
Positions in Å, forces in eV/Å.

***

Number 1: electronic energy -77434.7115 eV. Number 2: electronic energy -23253.5154 eV.